(1)
{
  "formula": "C4H8N2",
  "method": "ωB97M-V/def2-TZVPD",
  "multiplicity": 3,
  "lumo_energy_ev": [0.91, -3.41],
  "s2": 2.01,
  "max_force_ha_per_bohr": 0.101,
  "gap_ev": [3.63, 6.83],
  "de_lowest_kj_mol": 543.2,
  "homo_energy_ev": [-2.7213, -10.2454],
  "species": ["C", "C", "C", "C", "N", "N", "H", "H", "H", "H", "H", "H", "H", "H"],
  "positions_angstrom": [[0.928, -2.169, -0.037], [-0.303, -1.391, 0.051], [0.630, -1.051, -1.001], [-0.646, 1.875, 0.759], [0.276, -0.113, 0.127], [-0.624, 0.875, -0.299], [1.700, -2.072, 0.707], [0.773, -3.225, -0.464], [-1.364, -1.649, -0.132], [0.464, -0.964, -2.003], [0.156, 2.646, 0.521], [-1.604, 2.460, 0.798], [-0.339, 1.243, 1.774], [-1.528, 0.456, -0.357]],
  "lowdin_charge": [-0.025, -0.331, -0.057, -0.125, 0.044, -0.092, 0.104, 0.119, 0.025, 0.042, 0.082, 0.081, 0.126, 0.007]
}

=====

(2)
{
  "formula": "C39H36IN4O3P2ReS2",
  "method": "ωB97M-V/def2-TZVPD",
  "multiplicity": 4,
  "lumo_energy_ev": [-2.57, -3.66],
  "s2": 3.83,
  "max_force_ha_per_bohr": 0.011,
  "gap_ev": [6.95, 5.56],
  "de_lowest_kj_mol": 353.8,
  "homo_energy_ev": [-9.5210, -9.2289],
  "total_charge": 1,
  "species": ["Re", "S", "P", "C", "P", "S", "C", "C", "C", "C", "C", "C", "C", "C", "C", "C", "C", "C", "C", "C", "C", "C", "C", "C", "C", "C", "C", "C", "C", "C", "H", "H", "H", "H", "H", "H", "H", "H", "H", "H", "H", "H", "H", "H", "H", "H", "H", "H", "H", "H", "N", "C", "C", "C", "O", "O", "H", "H", "H", "H", "H", "H", "N", "C", "O", "C", "C", "C", "C", "N", "C", "H", "H", "H", "H", "H", "H", "I", "C", "C", "C", "C", "C", "N", "H", "H", "H", "H"],
  "positions_angstrom": [[1.042, -0.062, 0.729], [0.578, 1.847, -0.763], [-1.286, 1.003, -0.534], [-1.073, -0.099, 0.755], [-1.144, 0.374, 2.398], [0.553, 1.434, 2.745], [-0.984, -1.180, 3.364], [1.034, -1.860, 4.514], [0.834, -3.334, 4.668], [-0.194, -4.059, 4.167], [-1.283, -3.630, 3.361], [-1.568, -2.336, 2.926], [-2.647, 1.198, 2.945], [-2.586, 2.247, 3.856], [-3.756, 2.861, 4.277], [-4.979, 2.432, 3.784], [-5.040, 1.389, 2.869], [-3.875, 0.769, 2.448], [-2.572, 2.254, -0.380], [-2.315, 3.413, 0.347], [-3.339, 4.318, 0.578], [-4.612, 4.069, 0.083], [-4.868, 2.915, -0.645], [-3.850, 2.004, -0.877], [-1.649, 0.076, -2.045], [-1.957, -1.278, -1.973], [-2.167, -2.004, -3.139], [-2.070, -1.380, -4.373], [-1.776, -0.022, -4.446], [-1.565, 0.705, -3.287], [1.549, -1.471, 5.393], [1.584, -3.841, 5.262], [-0.174, -5.120, 4.389], [-1.928, -4.417, 2.989], [-2.284, -2.224, 2.120], [-1.625, 2.586, 4.225], [-3.711, 3.678, 4.986], [-5.891, 2.915, 4.111], [-5.996, 1.063, 2.480], [-3.917, -0.034, 1.721], [-1.319, 3.594, 0.734], [-3.144, 5.220, 1.144], [-5.408, 4.779, 0.264], [-5.860, 2.726, -1.034], [-4.047, 1.103, -1.446], [-2.011, -1.751, -0.999], [-2.402, -3.059, -3.082], [-2.218, -1.948, -5.282], [-1.708, 0.465, -5.410], [-1.323, 1.760, -3.343], [3.254, 0.197, 1.201], [3.646, 0.183, 2.627], [3.303, -1.137, 3.329], [1.851, -1.516, 3.283], [-0.181, -1.097, 4.454], [1.255, -1.557, 2.203], [3.826, -0.453, 0.669], [3.486, 1.104, 0.798], [3.130, 1.003, 3.121], [4.720, 0.350, 2.727], [3.656, -1.093, 4.359], [3.846, -1.954, 2.838], [1.828, -0.070, -4.902], [1.517, -1.373, -4.703], [1.334, -2.151, -5.616], [1.411, -1.848, -3.276], [1.199, -3.203, -3.059], [1.037, -3.657, -1.762], [1.068, -2.746, -0.726], [1.282, -1.434, -0.923], [1.459, -1.005, -2.182], [1.835, 0.261, -5.852], [1.916, 0.599, -4.159], [1.149, -3.864, -3.914], [0.863, -4.702, -1.549], [0.902, -3.048, 0.300], [1.593, 0.064, -2.271], [4.082, 3.573, -0.727], [4.581, 2.087, -2.129], [4.927, 2.480, -3.416], [5.300, 1.493, -4.312], [5.312, 0.170, -3.894], [4.944, -0.106, -2.592], [4.578, 0.835, -1.713], [4.915, 3.523, -3.696], [5.584, 1.757, -5.322], [5.599, -0.630, -4.561], [4.938, -1.127, -2.226]],
  "lowdin_charge": [0.955, 0.283, 0.500, -0.669, 0.497, 0.397, -0.359, -0.225, -0.003, -0.080, -0.041, -0.082, -0.337, -0.089, -0.069, -0.069, -0.070, -0.085, -0.340, -0.092, -0.064, -0.068, -0.071, -0.079, -0.370, -0.093, -0.072, -0.068, -0.073, -0.094, 0.163, 0.115, 0.109, 0.105, 0.103, 0.085, 0.109, 0.109, 0.110, 0.107, 0.091, 0.111, 0.110, 0.109, 0.109, 0.092, 0.110, 0.114, 0.111, 0.111, -0.091, -0.231, -0.080, -0.290, -0.039, -0.142, 0.092, 0.002, 0.068, 0.127, 0.130, 0.140, 0.201, -0.502, 0.071, -0.103, 0.026, -0.017, -0.097, -0.087, -0.108, 0.123, 0.088, 0.133, 0.118, 0.110, 0.036, 0.910, -0.785, -0.132, -0.059, -0.062, -0.150, 0.013, 0.096, 0.117, 0.112, 0.110]
}

=====

(3)
{
  "formula": "F12InP2",
  "method": "ωB97M-V/def2-TZVPD",
  "multiplicity": 1,
  "lumo_energy_ev": -13.75,
  "max_force_ha_per_bohr": 0.088,
  "gap_ev": 3.79,
  "de_lowest_kj_mol": 25.8,
  "homo_energy_ev": -17.5376,
  "total_charge": 1,
  "species": ["In", "P", "F", "F", "F", "F", "F", "F", "P", "F", "F", "F", "F", "F", "F"],
  "positions_angstrom": [[1.741, 0.353, -1.175], [-1.177, 2.299, -0.714], [-2.540, 1.835, -1.396], [-0.294, 1.961, -2.074], [-1.328, 3.759, -1.241], [0.283, 2.617, -0.003], [-1.936, 2.535, 0.644], [-0.921, 0.704, -0.313], [0.850, -2.332, 0.948], [-0.587, -2.902, 1.102], [1.115, -2.312, 2.493], [1.495, -3.775, 0.836], [2.347, -1.661, 0.721], [0.713, -2.264, -0.728], [0.240, -0.817, 0.898]],
  "lowdin_charge": [1.864, 0.168, -0.041, -0.175, -0.032, -0.162, -0.044, -0.156, 0.144, -0.029, -0.027, -0.036, -0.162, -0.147, -0.167]
}